[1]
# C7H13N

One molecule with the formula C7H13N at a distorted geometry (ωB97M-V/def2-TZVPD, the Open Molecules 2025 dataset).

- ΔE to the lowest compared entry with this formula, charge and spin (kcal per mole) = 81.55
- total energy (hartree) = -329.141497
- lowest unoccupied orbital energy (eV) = 0.7870

Structure (XYZ):
```
21
Properties=species:S:1:pos:R:3:forces:R:3
C 2.4364 0.5060 1.9128 0.10 -0.11 0.17
C -0.1255 -1.2524 -1.4542 0.22 0.32 -0.17
C -2.5438 -0.4467 -1.3773 -0.17 -0.50 0.24
N 0.0166 -0.1092 1.5806 1.90 -0.16 1.08
C 1.0918 0.5546 1.2848 -0.72 -1.00 0.35
C -1.1703 -0.4153 -0.7798 0.21 1.37 0.11
C -0.8067 0.5602 0.1270 -0.09 1.00 -2.92
C 0.6615 1.3148 0.0840 -1.44 -0.81 0.61
H 0.0357 -0.9970 2.0861 0.22 0.23 0.68
H -1.6007 1.2014 0.5002 0.03 -0.11 0.07
H 3.1661 0.0362 1.2476 -0.08 0.03 -0.05
H 2.4192 -0.0393 2.8583 0.05 0.08 -0.09
H 2.7889 1.5276 2.0884 -0.05 -0.11 0.03
H 0.3992 -0.6928 -2.2501 -0.02 -0.18 0.00
H 0.6415 -1.5830 -0.7495 0.10 -0.11 0.00
H -3.2188 0.2572 -0.8911 -0.02 0.08 0.02
H -2.5381 -0.2206 -2.4550 0.03 0.03 0.14
H -2.9856 -1.4436 -1.2719 -0.21 -0.05 -0.13
H -0.5505 -2.1410 -1.9249 -0.02 -0.01 0.06
H 1.1660 0.9806 -0.8235 0.14 0.12 0.10
H 0.7170 2.4022 0.2076 -0.18 -0.11 -0.31
```
Positions in Å, forces in eV/Å.

[2]
# C5H14N2O2

A 2-piece molecular cluster, C5H14N2O2 overall at a distorted geometry (ωB97M-V/def2-TZVPD, the Open Molecules 2025 dataset).

- ΔE to the lowest compared entry with this formula, charge and spin (kcal per mole) = 43.61
- total energy (hartree) = -458.868096
- lowest unoccupied orbital energy (eV) = 0.6831
- structure (SMILES) = CC(C)[C@H](N)C(N)=O.O

Structure (XYZ):
```
23
Properties=species:S:1:pos:R:3:forces:R:3
C 0.9097 0.9224 1.6072 2.01 1.33 -1.88
C 0.4797 0.7143 0.1261 0.76 0.83 1.69
C -0.2434 1.9729 -0.3618 -2.86 -1.57 -0.27
C -0.1209 -0.6360 -0.0718 -1.38 -2.96 1.26
N -0.6121 -0.7637 -1.3991 0.77 -2.53 -2.41
C -1.4166 -1.0058 0.8744 2.64 2.72 -1.94
N -1.2641 -1.4805 2.1115 -0.82 -1.25 1.92
O -2.4297 -0.6239 0.3412 -1.82 -0.83 0.93
H 1.1105 2.0191 1.6153 -0.11 -0.75 0.77
H 1.8793 0.4378 1.9122 -1.19 0.05 -0.25
H 0.0713 0.6822 2.1962 -0.69 -0.14 1.22
H 1.3151 0.6997 -0.5364 1.18 -0.11 -0.22
H -1.2898 2.1322 -0.0020 0.67 -0.45 0.32
H 0.2465 2.8822 -0.1443 1.03 0.76 0.04
H -0.4185 1.8285 -1.4175 0.28 0.42 -0.56
H 0.6280 -1.5164 0.0869 -0.76 1.82 -0.19
H -0.8875 -1.7489 -1.5873 0.89 0.59 0.24
H -1.4923 -0.3748 -1.6352 -0.77 1.45 0.67
H -0.3560 -1.6169 2.6024 -1.31 0.10 -1.03
H -2.1555 -1.7615 2.5901 1.52 0.52 -0.45
O 2.1713 -1.1185 -3.1761 -3.95 -3.54 -6.07
H 1.2310 -0.8824 -3.1815 0.59 0.24 0.78
H 2.6439 -0.7620 -2.5505 3.32 3.30 5.43
```
Positions in Å, forces in eV/Å.

[3]
# C5H9N3

One molecule with the formula C5H9N3 at a distorted geometry (ωB97M-V/def2-TZVPD, the Open Molecules 2025 dataset).

- ΔE to the lowest compared entry with this formula, charge and spin (kcal per mole) = 35.91
- total energy (hartree) = -360.140036
- lowest unoccupied orbital energy (eV) = 0.9627
- structure (SMILES) = CC1=C(N)CC=NN1

Structure (XYZ):
```
17
Properties=species:S:1:pos:R:3:forces:R:3
C -1.4540 -1.5798 0.0750 0.06 0.34 0.02
C -0.2478 -0.7125 -0.1124 -0.21 1.09 0.17
C -0.2276 0.6418 -0.0050 -0.53 -0.49 -1.05
N -1.3474 1.4125 0.3397 -0.45 0.14 0.09
C 1.0255 1.4069 -0.3579 -0.50 -1.04 0.95
C 2.0360 0.5262 0.3184 0.98 -0.42 -0.69
N 2.0739 -0.7601 0.2494 -0.05 0.40 0.08
N 0.9725 -1.3729 -0.2937 0.44 0.44 0.14
H -2.3162 -1.1479 -0.4322 -0.12 -0.10 -0.06
H -1.2786 -2.5721 -0.3366 -0.05 -0.05 -0.03
H -1.7079 -1.6791 1.1317 -0.02 -0.09 0.05
H -1.3658 2.3406 -0.0616 0.18 -0.14 -0.06
H -2.2374 0.9679 0.1660 0.00 -0.10 0.15
H 1.0055 2.4001 0.0981 0.08 -0.08 -0.08
H 1.1954 1.5025 -1.4379 -0.03 -0.07 0.07
H 2.9015 0.9926 0.7646 0.15 -0.08 0.21
H 0.9723 -2.3667 -0.1055 0.06 0.25 0.05
```
Positions in Å, forces in eV/Å.

[4]
# C2H4NP

A 2-piece molecular cluster, C2H4NP overall at a distorted geometry (ωB97M-V/def2-TZVPD, the Open Molecules 2025 dataset).

- ΔE to the lowest compared entry with this formula, charge and spin (kcal per mole) = 85.10
- total energy (hartree) = -474.538079
- lowest unoccupied orbital energy (spin up / spin down) (eV) = -1.3739 / -1.3848

Structure (XYZ):
```
8
Properties=species:S:1:pos:R:3:forces:R:3
C 1.1974 0.0109 0.4622 -1.02 0.51 -0.72
C 0.4039 0.4413 -0.5190 0.87 -0.19 -0.08
N 1.7200 -0.4211 1.4753 -1.24 -1.40 -1.47
P -2.5828 -0.1197 -0.8338 -0.03 0.78 -0.29
H -0.5349 0.8692 -0.1530 0.69 0.18 -0.26
H 0.6233 0.4262 -1.6246 -0.18 -0.21 1.65
H 2.4542 0.0847 1.8631 1.43 1.29 1.01
H -3.2811 -1.2915 -0.6702 -0.51 -0.96 0.15
```
Positions in Å, forces in eV/Å.

[5]
# C2H5PSi

A 2-piece molecular cluster, C2H5PSi overall at a distorted geometry (ωB97M-V/def2-TZVPD, the Open Molecules 2025 dataset).

- ΔE to the lowest compared entry with this formula, charge and spin (kcal per mole) = 58.08
- total energy (hartree) = -709.834441
- lowest unoccupied orbital energy (eV) = -1.0140

Structure (XYZ):
```
9
Properties=species:S:1:pos:R:3:forces:R:3
C 2.6154 0.2048 0.1048 -4.65 0.74 0.95
C 1.6835 0.4236 1.0059 0.52 1.91 -0.39
Si -2.6460 -0.0424 0.0905 -0.21 -0.66 -0.36
P 0.9508 0.6675 -0.6762 0.96 0.08 -0.38
H 3.4587 -0.3062 -0.1202 2.70 -1.01 -0.46
H 1.4170 0.7394 2.0325 0.48 -0.85 -0.69
H -2.1918 -1.2086 -0.8571 -0.31 0.54 0.48
H -4.0884 -0.6047 0.2275 0.46 0.11 -0.10
H 1.2068 2.0633 -1.1771 0.03 -0.86 0.95
```
Positions in Å, forces in eV/Å.

[6]
# C29H36ClN10O5PSSbSe4Sn

C29H36ClN10O5PSSbSe4Sn as an isolated structure at a distorted geometry (ωB97M-V/def2-TZVPD, the Open Molecules 2025 dataset).

- ΔE to the lowest compared entry with this formula, charge and spin (kcal per mole) = 8.01
- total energy (hartree) = -13310.735062
- lowest unoccupied orbital energy (eV) = 1.8384
- net charge = -1

Structure (XYZ):
```
89
Properties=species:S:1:pos:R:3:forces:R:3
Sn 2.1881 -0.3722 -0.6513 0.04 -0.43 -0.95
O 1.3108 -0.2479 1.8859 -0.11 -0.08 0.15
S 1.1458 -1.6884 1.9358 -0.03 0.11 0.41
O 1.7454 -2.4324 3.0145 -0.04 0.06 -0.07
N 1.6853 -2.1215 0.4945 -0.06 0.07 -0.24
C 1.5490 -3.4105 -0.0184 0.00 0.11 0.17
C 1.0926 -4.5024 0.6786 0.02 -0.01 0.05
C 0.9822 -5.7583 0.0445 0.00 0.01 -0.02
C 1.3282 -5.9349 -1.2642 -0.01 -0.02 0.03
C 1.8075 -4.8312 -2.0081 -0.02 0.07 -0.02
C 2.2001 -4.8969 -3.3649 0.00 -0.03 0.03
C 2.6570 -3.7779 -3.9983 0.01 0.00 -0.04
C 2.7219 -2.5623 -3.2873 -0.01 -0.03 0.05
N 2.3506 -2.4755 -2.0357 0.10 0.05 0.00
C 1.9077 -3.5743 -1.3851 0.03 -0.04 -0.07
C -0.5879 -2.0501 2.0155 -0.13 -0.10 -0.02
C -1.4032 -1.8121 0.9191 0.04 0.06 0.03
C -2.7621 -2.0697 1.0283 0.01 0.01 0.05
C -3.2926 -2.5450 2.2193 -0.01 -0.01 -0.03
C -2.4667 -2.7764 3.3127 -0.03 0.02 -0.03
C -1.1062 -2.5355 3.2115 0.11 0.01 -0.03
H 0.8347 -4.4047 1.7244 0.02 -0.07 -0.04
H 0.6174 -6.5954 0.6257 0.00 -0.01 -0.01
H 1.2471 -6.9036 -1.7411 0.00 0.00 0.00
H 2.1360 -5.8460 -3.8847 0.00 0.01 -0.01
H 2.9675 -3.8008 -5.0336 0.00 -0.01 0.00
H 3.0718 -1.6459 -3.7472 0.02 -0.01 0.01
H -0.9894 -1.4058 0.0074 0.00 0.03 -0.02
H -3.4085 -1.8797 0.1808 0.00 0.00 0.01
H -4.3558 -2.7380 2.2966 0.01 0.00 0.00
H -2.8824 -3.1468 4.2409 0.01 0.00 0.00
H -0.4367 -2.7219 4.0404 -0.02 0.00 0.00
Se 3.6011 2.9316 -4.0060 -0.01 0.04 -0.19
Sb 4.0801 2.3333 -1.7588 -0.01 0.07 0.22
Se 4.5670 -0.1742 -1.4963 0.06 -0.21 0.01
Se 1.9407 2.0994 -0.3455 -0.19 0.09 0.24
Se 5.5985 3.6971 -0.4936 0.13 0.09 0.00
C -0.5681 1.7410 3.3482 -0.05 -0.04 0.01
N -0.6068 2.6556 2.2187 -0.01 0.03 0.05
C 0.3003 3.7797 2.3198 0.05 -0.05 -0.04
P -1.6148 2.3082 0.9609 -0.09 0.00 -0.02
O -1.4163 1.0531 0.2085 0.00 0.04 0.06
N -3.1082 2.2633 1.7194 -0.07 -0.09 0.02
C -3.5035 3.0937 2.8340 0.04 -0.05 -0.08
C -4.2001 1.5431 1.0932 0.05 0.00 0.00
N -1.5162 3.6248 -0.0411 0.00 -0.02 -0.09
C -2.1052 4.8901 0.3360 0.03 -0.01 0.02
C -1.2977 3.4520 -1.4701 0.00 0.00 -0.02
H 0.4545 1.4070 3.5278 0.01 0.01 -0.02
H -1.1704 0.8563 3.1367 0.01 0.04 0.01
H -0.9513 2.2180 4.2595 -0.01 0.01 0.00
H 1.3079 3.4256 2.5515 0.01 -0.01 0.00
H -0.0175 4.4705 3.1127 0.01 0.00 0.01
H 0.3499 4.3149 1.3760 -0.01 0.01 0.00
H -2.6321 3.5819 3.2662 -0.01 0.01 0.02
H -3.9770 2.4813 3.6098 0.00 0.02 0.02
H -4.2221 3.8674 2.5333 0.00 0.01 0.00
H -3.8013 0.9103 0.3034 -0.02 0.00 -0.01
H -4.9469 2.2258 0.6673 -0.01 0.00 0.00
H -4.7035 0.9031 1.8270 0.00 0.02 0.00
H -2.0957 5.0130 1.4191 -0.01 0.02 0.00
H -3.1426 4.9857 -0.0121 0.00 0.00 0.00
H -1.5257 5.7101 -0.0971 0.00 0.01 0.01
H -0.8938 2.4618 -1.6579 0.00 0.00 0.00
H -0.5777 4.1912 -1.8304 0.00 0.00 0.00
H -2.2325 3.5685 -2.0338 0.00 0.00 0.02
Cl -4.3678 -0.2364 -6.3519 -0.02 0.00 0.00
C -2.9802 -0.2470 -5.2978 0.07 0.01 0.04
C -3.0756 -0.8618 -4.0598 -0.03 -0.02 0.01
C -1.9681 -0.8691 -3.2261 -0.02 0.01 -0.03
C -0.7812 -0.2758 -3.6372 0.04 0.01 -0.02
C -0.7045 0.3426 -4.8793 -0.01 -0.01 -0.02
C -1.8080 0.3616 -5.7175 0.00 0.01 -0.02
C 0.4303 -0.2812 -2.7625 -0.39 0.04 0.13
O 1.5178 0.1077 -3.1668 0.29 0.14 -0.18
O 0.2723 -0.7134 -1.5587 0.15 -0.03 0.31
H -4.0049 -1.3258 -3.7581 0.01 0.01 0.00
H -2.0181 -1.3360 -2.2517 0.02 0.03 0.01
H 0.2280 0.8105 -5.1698 0.00 0.00 0.01
H -1.7650 0.8424 -6.6853 0.00 -0.01 0.01
N 5.4575 2.5961 2.8399 0.12 0.22 -0.04
N 4.8878 1.3365 2.8170 -0.14 -0.11 0.07
N 4.4411 0.7280 3.8957 0.06 0.08 -0.01
C 4.0378 -0.4244 3.3796 -0.01 -0.02 -0.20
N 4.2491 -0.4958 2.0535 0.09 -0.08 0.28
N 4.7970 0.6487 1.7198 -0.07 -0.01 -0.04
H 4.7481 3.2408 3.1754 -0.05 -0.05 0.04
H 5.6169 2.8333 1.8505 0.05 -0.01 -0.02
H 3.5613 -1.2018 3.9485 0.03 0.00 0.00
```
Positions in Å, forces in eV/Å.